1.
This record from the OMol25 dataset describes an isolated ion of composition C3H4NO3 and charge -1 at a distorted geometry. The level of theory is ωB97M-V with the def2-TZVPD basis set.

Its charge is -1. Its spin multiplicity is 1. Its SMILES is C=N[C@@H](O)C(=O)[O-]. As for the relative energy (zero: lowest compared OMol25 entry of this formula, charge and spin): 71.14 kcal per mole.

Geometry (Å):
C1 1.5288 0.7474 0.4893
C2 -1.6051 0.0838 0.1195
C3 -0.2173 -0.0937 -0.8289
N1 0.5640 0.9048 -0.3429
O1 -1.4053 -0.2480 1.2696
O2 -2.5545 0.5727 -0.4823
O3 0.2450 -1.6648 -0.6019
H1 1.9831 1.6828 0.9246
H2 1.9643 -0.2489 1.0039
H3 -0.6591 -0.0404 -1.8267
H4 0.1560 -1.6957 0.2758

Cartesian forces, eV/Å:
0.284 -0.425 1.148
1.022 0.228 -1.331
-2.032 -3.376 1.110
2.515 -0.157 0.427
0.057 -0.692 1.599
-0.494 0.092 -0.344
0.156 3.652 -6.095
-0.426 -0.928 -0.576
-1.299 1.908 -1.615
0.987 0.052 0.017
-0.770 -0.352 5.659

Atomic partial charges in e from the natural (NBO) method, atoms 1 to 6: atom 1 (C): -0.119, atom 2 (C): 0.795, atom 3 (C): 0.084, atom 4 (N): -0.412, atom 5 (O): -0.753, atom 6 (O): -0.746


2.
This record from the OMol25 dataset describes C37H63HfN2O2Sb as an isolated structure. The level of theory is ωB97M-V with the def2-TZVPD basis set.

Its charge is +2. Its spin multiplicity is 1.

Geometry (Å):
Hf1 0.0807 -0.4734 0.1364
C1 -3.2623 -0.1425 -1.5280
N1 -2.3775 -0.0988 -0.3352
C2 -3.1160 -0.8071 0.7284
C3 -2.0826 1.2973 0.0206
C4 -1.1936 1.9558 -1.0411
N2 0.0846 1.1909 -1.2687
C5 0.2503 0.4759 -2.6208
C6 -0.6350 -0.7107 -2.9349
C7 -1.4162 -0.6640 -4.0782
C8 -2.1604 -1.7643 -4.4986
C9 -2.0860 -2.9195 -3.7308
C10 -1.3079 -3.0451 -2.5712
C11 -0.5818 -1.9159 -2.2157
O1 0.2492 -1.9374 -1.0708
C12 -1.2433 -4.3701 -1.8002
C13 -2.0888 -5.4421 -2.4920
C14 0.1997 -4.8903 -1.7407
C15 -1.8104 -4.2022 -0.3832
C16 -3.0142 -1.6646 -5.7634
C17 -3.7326 -2.9735 -6.0768
C18 -4.0622 -0.5632 -5.5662
C19 -2.1056 -1.3068 -6.9468
C20 1.2972 2.0500 -0.9986
C21 1.6990 2.1825 0.4524
C22 1.8196 3.4386 1.0241
C23 2.5065 3.6119 2.2263
C24 3.1295 2.4957 2.7636
C25 3.0441 1.1939 2.2421
C26 2.2532 1.0668 1.1080
O2 1.9499 -0.1691 0.5260
C27 3.9159 0.1059 2.8905
C28 3.6738 -1.3159 2.3791
C29 5.3754 0.4690 2.5746
C30 3.7203 0.1107 4.4126
C31 2.6160 5.0007 2.8549
C32 1.2055 5.5752 3.0441
C33 3.3057 4.9633 4.2163
C34 3.4180 5.9070 1.9138
H1 -4.2526 0.2162 -1.2304
H2 -3.3283 -1.1683 -1.8807
H3 -2.8843 0.4694 -2.3323
H4 -3.9530 -0.2062 1.0988
H5 -2.4737 -1.0482 1.5714
H6 -3.4878 -1.7435 0.3194
H7 -1.5797 1.3099 1.0116
H8 -2.9869 1.9037 0.1771
H9 -0.9272 2.9561 -0.6966
H10 -1.7132 2.0541 -1.9930
H11 1.2906 0.1370 -2.6106
H12 0.1634 1.2385 -3.3981
H13 -1.4381 0.2540 -4.6531
H14 -2.6511 -3.7806 -4.0490
H15 -1.7249 -5.6643 -3.4947
H16 -3.1418 -5.1660 -2.5592
H17 -2.0297 -6.3625 -1.9123
H18 0.6100 -5.0117 -2.7433
H19 0.2013 -5.8693 -1.2612
H20 0.8646 -4.2404 -1.1785
H21 -2.8692 -3.9341 -0.4126
H22 -1.2718 -3.4539 0.2035
H23 -1.7320 -5.1457 0.1593
H24 -4.4122 -3.2746 -5.2779
H25 -3.0339 -3.7910 -6.2587
H26 -4.3302 -2.8522 -6.9793
H27 -4.7372 -0.8017 -4.7422
H28 -4.6669 -0.4507 -6.4656
H29 -3.6009 0.4047 -5.3642
H30 -1.3249 -2.0546 -7.0853
H31 -1.6241 -0.3381 -6.8114
H32 -2.6889 -1.2532 -7.8656
H33 1.1196 3.0298 -1.4457
H34 2.1202 1.5759 -1.5367
H35 1.4240 4.2949 0.4920
H36 3.7290 2.6273 3.6510
H37 3.9018 -1.4230 1.3209
H38 2.6482 -1.6585 2.5322
H39 4.3290 -1.9889 2.9339
H40 5.5553 0.4548 1.4996
H41 6.0492 -0.2530 3.0371
H42 5.6382 1.4563 2.9521
H43 2.6726 -0.0200 4.6878
H44 4.0729 1.0258 4.8846
H45 4.2767 -0.7154 4.8554
H46 0.6127 4.9603 3.7250
H47 0.6626 5.6568 2.1017
H48 1.2658 6.5758 3.4718
H49 2.8045 4.2893 4.9134
H50 3.2855 5.9603 4.6547
H51 4.3528 4.6667 4.1445
H52 2.9255 6.0179 0.9472
H53 4.4174 5.5076 1.7415
H54 3.5208 6.9021 2.3454
C35 0.5658 -1.8088 4.5517
Sb1 -0.3204 -0.4423 3.2069
C36 -2.2962 -0.5977 3.9582
C37 0.1181 1.4592 4.0182
H55 0.7378 -1.2620 5.4771
H56 1.4987 -2.2220 4.1836
H57 -0.1531 -2.6064 4.7256
H58 -2.2134 -0.4742 5.0362
H59 -2.7482 -1.5627 3.7446
H60 -2.9211 0.1989 3.5586
H61 -0.6505 1.6632 4.7606
H62 0.1164 2.2297 3.2490
H63 1.0985 1.4348 4.4831

Cartesian forces, eV/Å:
-0.040 -0.748 0.351
0.044 -0.041 0.171
0.207 0.056 0.116
0.002 0.015 0.138
-0.045 0.231 -0.032
0.261 0.007 -0.147
-0.100 -0.111 -0.083
0.160 0.214 0.211
0.038 -0.037 -0.149
-0.056 -0.058 -0.044
0.003 0.102 -0.035
0.034 -0.056 0.106
-0.067 0.029 -0.273
0.538 0.142 0.612
-0.548 0.042 -0.419
-0.053 0.085 -0.070
-0.008 -0.105 0.057
0.018 -0.027 0.015
-0.004 0.018 0.081
0.093 -0.003 0.063
-0.048 -0.079 -0.017
-0.042 0.055 -0.008
0.006 0.041 -0.032
-0.110 -0.139 -0.185
0.007 0.211 -0.082
0.033 -0.053 0.048
0.006 0.056 -0.005
-0.013 -0.124 -0.008
-0.030 0.189 0.031
-0.163 -0.584 -0.237
0.110 0.502 0.003
-0.057 0.099 -0.037
-0.019 -0.074 -0.009
0.063 -0.042 0.007
-0.022 -0.062 0.060
-0.072 -0.092 -0.035
-0.038 0.029 0.021
0.045 0.026 0.048
-0.005 0.027 -0.038
-0.015 -0.016 -0.053
-0.012 -0.010 -0.040
-0.018 0.022 -0.047
-0.041 -0.050 -0.072
-0.024 0.028 -0.038
-0.030 0.018 0.030
0.033 0.053 -0.110
0.039 -0.100 -0.079
-0.056 -0.042 -0.027
-0.036 0.048 0.046
-0.055 0.035 -0.020
-0.081 -0.082 -0.008
-0.001 0.016 -0.037
0.007 0.051 -0.025
0.033 -0.007 -0.027
-0.024 0.005 0.035
0.000 -0.029 0.003
-0.016 0.005 -0.033
0.028 -0.032 0.010
0.000 0.069 0.025
-0.006 0.027 -0.037
0.036 0.037 -0.027
0.003 -0.009 -0.020
-0.025 0.023 0.033
0.044 -0.008 -0.012
-0.005 0.022 -0.024
-0.007 -0.027 0.041
-0.009 -0.017 -0.041
0.019 0.033 0.005
0.010 -0.042 0.005
0.018 0.032 0.006
-0.036 -0.008 -0.014
0.061 -0.003 0.055
-0.016 0.103 0.040
-0.010 0.046 0.001
0.033 0.037 0.018
0.018 0.028 -0.004
0.030 0.054 -0.009
0.000 -0.019 -0.025
0.002 0.015 -0.036
-0.006 -0.035 0.020
-0.008 0.042 0.007
-0.018 -0.048 -0.013
0.029 0.031 -0.006
0.045 0.007 0.009
0.016 -0.037 0.021
0.009 0.010 -0.033
0.008 0.019 0.003
-0.050 -0.013 0.014
0.008 0.022 0.009
0.027 -0.013 -0.038
-0.005 0.007 -0.036
0.032 -0.017 0.003
-0.004 0.029 0.032
0.071 -0.041 0.043
-0.090 -0.162 -0.008
-0.047 0.087 0.071
0.019 0.091 0.008
0.015 -0.070 0.050
-0.010 0.019 0.026
-0.001 -0.025 0.005
-0.055 -0.007 0.052
0.007 -0.052 -0.018
-0.028 -0.003 0.025
0.015 0.071 0.043
0.004 0.007 -0.007
-0.007 0.036 0.033

Atomic partial charges in e from the Mulliken method, atoms 1 to 6: atom 1 (Hf): 0.677, atom 2 (C): -1.764, atom 3 (N): 0.969, atom 4 (C): -0.904, atom 5 (C): -0.882, atom 6 (C): -0.892


3.
This record from the OMol25 dataset describes a 4-piece molecular cluster, C3H13NO3 overall at a distorted geometry. The level of theory is ωB97M-V with the def2-TZVPD basis set.

Its spin multiplicity is 1. Its SMILES is C=C(C)N.O.O.O. As for the relative energy (zero: lowest compared OMol25 entry of this formula, charge and spin): 28.63 kcal per mole.

Geometry (Å):
C1 2.3182 -0.6236 1.5813
C2 0.9954 -0.2823 0.9743
C3 -0.1851 -0.5777 1.5383
N1 1.0673 0.5216 -0.1644
H1 2.3664 -1.5755 2.0930
H2 3.0615 -0.6471 0.7823
H3 2.6913 0.2581 2.1308
H4 -1.1045 -0.6198 0.9634
H5 -0.3005 -0.7010 2.6105
H6 1.7786 1.2279 -0.2016
H7 0.1719 0.8920 -0.4255
H8 -3.2038 -0.8519 -2.4495
H9 -3.2100 0.3594 -3.3853
O1 -3.6946 -0.0518 -2.6746
H10 -1.3153 -2.8052 -1.3690
H11 -0.3940 -1.8717 -2.1058
O2 -1.2514 -2.2979 -2.1798
H12 1.3677 3.9471 1.8131
H13 0.7580 2.6297 2.2624
O3 1.3412 3.0117 1.6034

Cartesian forces, eV/Å:
0.777 1.332 -0.494
-0.169 1.066 0.456
-0.423 -0.405 0.154
-0.294 -1.262 -0.883
-0.194 0.197 0.418
-0.093 -0.368 -0.259
-0.212 -0.561 0.533
-0.039 0.807 0.013
0.365 -1.017 -0.209
0.291 -0.086 0.209
-0.090 0.254 0.022
0.160 0.057 -0.112
0.255 0.071 -0.292
-0.293 -0.185 0.412
-0.106 -0.164 0.183
0.151 0.178 -0.059
-0.108 0.095 -0.069
0.035 0.162 0.023
-0.142 -0.175 0.057
0.128 0.002 -0.103

Atomic partial charges in e from the natural (NBO) method, atoms 1 to 6: atom 1 (C): -0.671, atom 2 (C): 0.221, atom 3 (C): -0.578, atom 4 (N): -0.833, atom 5 (H): 0.232, atom 6 (H): 0.223


| no. | HOMO (eV) | LUMO level (eV) |
| --- | --- | --- |
| 1 | -4.047 | 4.06 |
| 2 | -13.785 | -5.72 |
| 3 | -7.918 | 0.55 |